No. 1
Computed, not measured: a structure of composition C23H28N4O5Se2Sn at a distorted geometry, with wB97M-V/def2-TZVPD.

```
! wB97M-V def2-TZVPD RIJCOSX def2/J DEFGRID3
* xyz -2 1
Sn 0.307 -0.816 0.018
C -1.447 -3.236 3.680
C -1.247 -2.144 2.660
O -0.779 -2.416 1.505
C -1.563 -0.870 3.180
C -1.784 0.276 2.378
C -2.616 1.354 3.049
N -1.390 0.453 1.123
N -1.717 1.664 0.507
C -1.267 1.792 -0.699
O -0.531 0.994 -1.351
C -1.714 3.055 -1.415
C -1.669 3.052 -2.811
C -2.126 4.129 -3.553
C -2.589 5.285 -2.895
C -2.703 5.276 -1.535
C -2.274 4.173 -0.791
H -2.289 -3.867 3.363
H -0.523 -3.831 3.691
H -1.691 -2.865 4.685
H -1.906 -0.794 4.224
H -2.062 1.853 3.859
H -2.849 2.068 2.250
H -3.529 0.884 3.433
H -1.283 2.167 -3.315
H -2.099 4.108 -4.630
H -2.857 6.166 -3.479
H -3.023 6.149 -0.939
H -2.414 4.143 0.299
O -1.212 -0.736 -4.554
C 0.158 -0.588 -4.259
C 0.761 -1.983 -3.962
C 1.046 -2.730 -5.361
O 1.903 -1.897 -6.151
C 2.139 -1.787 -3.291
Se 2.292 -0.470 -1.718
C -0.216 -2.963 -3.251
Se -1.051 -2.524 -1.499
H -1.695 -0.728 -3.692
H 0.301 0.084 -3.404
H 0.703 -0.172 -5.103
H 0.082 -2.808 -5.882
H 1.492 -3.732 -5.290
H 2.786 -2.288 -6.182
H 2.846 -1.408 -4.054
H 2.604 -2.691 -2.895
H 0.344 -3.898 -3.080
H -1.047 -3.246 -3.899
N 1.007 0.864 5.965
C 2.266 0.315 5.800
O 3.050 0.031 6.712
C 2.641 0.014 4.378
C 3.901 -0.606 4.136
C 4.209 -0.951 2.845
C 3.268 -0.726 1.843
N 2.119 -0.043 2.017
C 1.827 0.299 3.273
H 0.751 1.033 6.961
H 0.266 0.526 5.353
H 4.526 -0.805 4.996
H 5.121 -1.458 2.548
H 3.510 -1.051 0.831
H 0.936 0.923 3.379
*
```

Summary:
**Gap between HOMO and LUMO**: 3.98 eV
**E**: -177027.623 eV
**Highest occupied orbital energy**: 0.45 eV
**Relative energy (zero: lowest compared OMol25 entry of this formula, charge and spin)**: 0.0 kJ/mol



No. 2
Computed, not measured: a structure of composition C4H6N2OS at a distorted geometry, with wB97M-V/def2-TZVPD.

```
! wB97M-V def2-TZVPD RIJCOSX def2/J DEFGRID3
* xyz 0 1
C -2.250 -0.633 0.199
C 0.116 0.015 0.501
C 0.584 1.352 -0.233
C 1.435 -0.526 0.349
H -2.385 0.394 1.156
H -0.688 -1.439 -0.978
H -0.228 -0.211 1.606
H 0.726 2.375 0.347
H -0.046 1.399 -1.206
H 2.597 0.787 -0.994
N -0.888 -0.800 -0.222
N 1.875 0.620 -0.211
O -3.062 -1.378 -0.286
S 2.214 -1.955 -0.028
*
```

Summary:
**Gap between HOMO and LUMO**: 8.70 eV
**E**: -20104.806 eV
**Highest occupied orbital energy**: -8.68 eV
**Relative energy (zero: lowest compared OMol25 entry of this formula, charge and spin)**: 437.6 kJ/mol



No. 3
Computed, not measured: a cluster of 2 separate species, C2H4N2O2 in total, with wB97M-V/def2-TZVPD.

```
! wB97M-V def2-TZVPD RIJCOSX def2/J DEFGRID3
* xyz 0 1
C -0.777 -0.321 -0.193
C -1.027 0.457 -1.224
O 1.093 -0.220 0.821
O 2.318 -0.748 0.429
N -0.334 0.392 2.208
N -1.040 0.275 1.339
H 2.802 0.027 0.102
H -0.810 -1.396 -0.129
H -1.219 -0.001 -2.186
H -1.008 1.537 -1.166
*
```

Summary:
**Gap between HOMO and LUMO (spin up / spin down)**: 7.52 / 8.77 eV
**E**: -9206.717 eV
**Highest occupied orbital energy (spin up / spin down)**: -8.11 / -9.13 eV
**Relative energy (zero: lowest compared OMol25 entry of this formula, charge and spin)**: 820.7 kJ/mol



No. 4
Computed, not measured: a structure of composition C36H64B2N6P2SbSe4Ti at a distorted geometry, with wB97M-V/def2-TZVPD.

```
! wB97M-V def2-TZVPD RIJCOSX def2/J DEFGRID3
* xyz -1 3
Ti -0.341 0.402 -0.838
C -4.286 0.008 2.873
C -3.310 -0.621 3.882
C -3.835 -2.021 4.219
C -3.325 0.260 5.137
P -1.614 -0.535 3.041
C -1.749 -2.124 2.058
N -0.698 -2.388 1.065
B -0.131 -1.563 -0.007
N 0.903 -2.446 -0.576
C 1.744 -2.219 -1.732
P 2.412 -0.480 -1.746
C 3.074 -0.297 -3.520
C 3.165 1.222 -3.749
C 4.435 -0.928 -3.822
C 2.098 -0.884 -4.545
C 3.912 -0.652 -0.606
C 4.804 -1.881 -0.799
C 4.744 0.638 -0.694
C 3.353 -0.738 0.821
C 0.915 -3.671 0.084
C 1.687 -4.807 -0.114
C 1.470 -5.918 0.704
C 0.495 -5.884 1.693
C -0.286 -4.743 1.889
C -0.072 -3.633 1.081
C -0.312 -0.970 4.358
C -0.643 -2.093 5.343
C 0.966 -1.360 3.604
C 0.025 0.320 5.123
H -5.274 0.129 3.335
H -3.937 0.989 2.544
H -4.409 -0.626 1.994
H -4.820 -1.917 4.694
H -3.979 -2.622 3.318
H -3.189 -2.566 4.908
H -4.368 0.434 5.432
H -2.813 -0.204 5.980
H -2.871 1.235 4.942
H -1.768 -2.945 2.769
H -2.713 -2.106 1.550
H 2.556 -2.940 -1.744
H 1.180 -2.355 -2.651
H 3.387 1.429 -4.803
H 2.227 1.722 -3.498
H 3.950 1.677 -3.141
H 5.241 -0.504 -3.226
H 4.419 -2.012 -3.683
H 4.673 -0.734 -4.876
H 1.090 -0.512 -4.436
H 2.445 -0.605 -5.548
H 2.071 -1.977 -4.502
H 5.285 -1.932 -1.773
H 5.597 -1.835 -0.043
H 4.260 -2.814 -0.627
H 5.333 0.697 -1.613
H 4.114 1.530 -0.623
H 5.442 0.671 0.151
H 2.703 -1.602 0.955
H 4.191 -0.838 1.522
H 2.809 0.161 1.092
H 2.442 -4.848 -0.891
H 2.057 -6.817 0.552
H 0.327 -6.756 2.315
H -1.048 -4.737 2.659
H -0.904 -3.022 4.828
H 0.244 -2.300 5.956
H -1.457 -1.830 6.023
H 0.938 -2.386 3.239
H 1.131 -0.694 2.756
H 1.829 -1.265 4.278
H -0.830 0.746 5.647
H 0.801 0.105 5.869
H 0.418 1.080 4.442
C -1.693 3.585 -0.078
C -1.812 5.126 0.027
N -1.702 5.724 -1.309
C -0.330 5.540 -1.777
C 0.075 4.042 -1.664
N -1.113 3.202 -1.394
C -2.126 3.542 -2.410
C -2.612 5.005 -2.210
H -2.674 3.130 -0.022
H -1.099 3.172 0.723
H -1.021 5.543 0.653
H -2.776 5.405 0.457
H 0.334 6.162 -1.175
H -0.274 5.892 -2.810
H 0.796 3.901 -0.870
H 0.526 3.696 -2.598
H -2.950 2.833 -2.330
H -1.678 3.417 -3.398
H -3.610 5.023 -1.771
H -2.648 5.535 -3.164
Se -5.471 0.709 -3.588
Sb -5.031 0.505 -1.201
Se -6.255 -1.274 -0.102
Se -5.746 2.710 -0.349
Se -2.578 0.306 -0.678
C -2.430 -0.510 -4.924
C -2.210 -1.514 -4.004
C -1.319 -1.290 -2.974
N -0.638 -0.152 -2.819
C -0.832 0.785 -3.742
C -1.708 0.661 -4.794
H -3.172 -0.623 -5.703
H -2.759 -2.444 -4.037
H -1.178 -2.033 -2.217
H -0.260 1.688 -3.604
H -1.841 1.484 -5.484
B 2.601 3.227 1.347
C 1.534 2.184 0.864
N 0.755 1.415 0.497
H 2.005 4.168 1.838
H 3.327 2.669 2.147
H 3.210 3.562 0.345
*
```

Summary:
**Expectation value of S²**: 2.01
**Gap between HOMO and LUMO (spin up / spin down)**: 6.67 / 5.08 eV
**E**: -358284.579 eV
**Highest occupied orbital energy (spin up / spin down)**: -4.97 / -4.95 eV
**Relative energy (zero: lowest compared OMol25 entry of this formula, charge and spin)**: 176.8 kJ/mol